1.
{
  "formula": "C36H81F5N2O18S2",
  "method": "wB97M-V/def2-TZVPD",
  "symbols": ["C", "C", "C", "N", "C", "C", "C", "C", "C", "O", "O", "O", "S", "O", "O", "O", "C", "C", "O", "N", "O", "S", "O", "O", "C", "F", "F", "C", "F", "F", "F", "H", "H", "H", "H", "H", "H", "H", "H", "H", "H", "H", "H", "H", "H", "H", "H", "H", "C", "C", "C", "O", "H", "H", "H", "H", "H", "H", "H", "H", "C", "C", "C", "O", "H", "H", "H", "H", "H", "H", "H", "H", "C", "C", "C", "O", "H", "H", "H", "H", "H", "H", "H", "H", "C", "C", "C", "O", "H", "H", "H", "H", "H", "H", "H", "H", "C", "C", "C", "O", "H", "H", "H", "H", "H", "H", "H", "H", "C", "C", "C", "O", "H", "H", "H", "H", "H", "H", "H", "H", "C", "C", "C", "O", "H", "H", "H", "H", "H", "H", "H", "H", "C", "C", "C", "O", "H", "H", "H", "H", "H", "H", "H", "H"],
  "coordinates": [[5.971, -7.856, 0.743], [4.374, -8.007, 1.201], [3.302, -7.758, 0.018], [2.853, -6.396, -0.314], [2.966, -5.324, 0.705], [2.293, -5.406, 2.180], [1.194, -6.654, 2.377], [-0.097, -6.172, 3.293], [-1.429, -6.907, 2.650], [-1.364, -8.262, 2.557], [-2.636, -6.212, 2.161], [4.399, -4.903, 0.542], [4.586, -4.428, -1.121], [5.129, -5.513, -2.122], [5.629, -3.279, -1.415], [2.917, -3.964, -1.283], [2.241, -3.960, 0.061], [0.608, -4.054, -0.265], [0.239, -3.329, -1.521], [-1.102, -3.094, -1.397], [-1.243, -1.892, -1.685], [2.611, -2.263, 0.661], [1.246, -1.460, 0.644], [3.514, -1.409, -0.317], [3.305, -1.993, 2.355], [3.417, -0.486, 2.488], [2.381, -2.346, 3.498], [4.856, -2.506, 2.607], [5.419, -1.537, 3.623], [5.741, -2.380, 1.423], [4.944, -3.841, 3.278], [6.586, -8.040, 1.750], [6.240, -8.727, 0.009], [6.243, -6.783, 0.362], [4.271, -9.146, 1.544], [4.262, -7.369, 2.172], [3.746, -8.256, -0.973], [2.339, -8.420, 0.267], [2.001, -6.378, -0.907], [1.605, -4.438, 2.304], [3.048, -5.541, 3.081], [0.755, -6.840, 1.285], [1.709, -7.641, 2.768], [0.099, -6.537, 4.389], [-0.294, -5.000, 3.218], [-2.726, -6.476, 1.198], [-0.056, -3.706, 0.664], [0.252, -5.176, -0.461], [-3.151, -0.678, 0.755], [-2.936, -1.056, 2.212], [-2.268, 0.070, 2.984], [-2.123, -2.224, 2.283], [-2.196, -0.475, 0.258], [-3.622, -1.503, 0.209], [-3.786, 0.209, 0.667], [-3.899, -1.298, 2.675], [-1.281, 0.300, 2.566], [-2.108, -0.220, 4.028], [-2.876, 0.980, 2.963], [-1.266, -2.018, 1.874], [1.537, 1.736, -2.852], [0.070, 2.070, -2.636], [-0.215, 2.402, -1.180], [-0.731, 0.959, -3.032], [1.831, 0.860, -2.263], [1.725, 1.487, -3.902], [2.179, 2.577, -2.572], [-0.212, 2.918, -3.269], [0.017, 1.550, -0.531], [-1.277, 2.628, -1.037], [0.375, 3.263, -0.850], [-0.487, 0.200, -2.475], [-0.414, 7.354, 0.935], [-1.626, 6.440, 0.838], [-1.765, 5.850, -0.556], [-2.801, 7.180, 1.157], [-0.502, 8.196, 0.239], [-0.334, 7.781, 1.940], [0.509, 6.810, 0.710], [-1.537, 5.633, 1.573], [-1.900, 6.639, -1.304], [-2.648, 5.205, -0.614], [-0.882, 5.261, -0.825], [-2.888, 7.900, 0.510], [0.764, 5.525, 4.695], [-0.486, 5.881, 5.483], [-1.744, 5.406, 4.772], [-0.548, 7.294, 5.658], [0.755, 6.004, 3.709], [1.660, 5.884, 5.212], [0.849, 4.443, 4.556], [-0.434, 5.429, 6.480], [-1.841, 5.881, 3.789], [-2.636, 5.680, 5.345], [-1.734, 4.320, 4.636], [-0.595, 7.704, 4.779], [-4.539, 9.528, 5.239], [-3.692, 9.836, 6.464], [-2.600, 10.844, 6.144], [-3.098, 8.631, 6.942], [-3.929, 9.093, 4.440], [-5.313, 8.792, 5.481], [-5.022, 10.433, 4.857], [-4.330, 10.226, 7.264], [-1.921, 10.455, 5.376], [-1.991, 11.046, 7.031], [-3.025, 11.787, 5.788], [-2.530, 8.277, 6.238], [-6.221, -2.514, -2.836], [-4.776, -2.742, -2.422], [-3.865, -1.653, -2.965], [-4.340, -4.009, -2.909], [-6.323, -2.528, -3.927], [-6.863, -3.312, -2.449], [-6.591, -1.554, -2.463], [-4.706, -2.770, -1.329], [-3.883, -1.637, -4.060], [-2.826, -1.838, -2.669], [-4.164, -0.668, -2.596], [-4.398, -3.994, -3.878], [-1.135, -4.939, -6.348], [-2.194, -3.879, -6.604], [-1.565, -2.551, -6.998], [-2.978, -3.699, -5.428], [-0.475, -4.643, -5.524], [-1.602, -5.885, -6.053], [-0.525, -5.112, -7.240], [-2.868, -4.216, -7.399], [-0.921, -2.171, -6.198], [-2.339, -1.795, -7.168], [-0.968, -2.653, -7.910], [-2.387, -3.399, -4.717], [4.337, 1.926, -5.857], [3.792, 3.343, -5.942], [4.888, 4.339, -6.284], [3.204, 3.698, -4.693], [5.097, 1.845, -5.072], [3.539, 1.222, -5.599], [4.782, 1.617, -6.808], [3.003, 3.389, -6.700], [5.668, 4.343, -5.514], [4.484, 5.356, -6.329], [5.350, 4.102, -7.247], [3.897, 3.660, -4.013]],
  "lowdin_charge": [-0.12, -0.22, -0.21, -0.04, -0.36, -0.08, -0.15, -0.08, -0.26, -0.04, 0.00, -0.22, 0.96, -0.31, -0.29, -0.23, -0.33, -0.07, -0.11, 0.05, 0.01, 0.94, -0.34, -0.28, -0.21, 0.01, 0.00, -0.14, 0.02, 0.06, 0.03, 0.09, 0.08, 0.07, 0.13, 0.10, 0.15, 0.13, 0.14, 0.11, 0.14, 0.11, 0.14, 0.14, 0.13, 0.13, 0.14, 0.16, -0.05, -0.49, -0.06, -0.07, 0.07, 0.06, 0.09, 0.14, 0.08, 0.08, 0.08, 0.06, -0.06, -0.48, -0.06, -0.06, 0.08, 0.07, 0.07, 0.14, 0.08, 0.08, 0.07, 0.06, -0.06, -0.51, -0.06, -0.06, 0.08, 0.07, 0.08, 0.12, 0.08, 0.09, 0.06, 0.09, -0.06, -0.48, -0.05, -0.06, 0.07, 0.08, 0.08, 0.14, 0.06, 0.08, 0.08, 0.09, -0.07, -0.50, -0.07, -0.06, 0.08, 0.08, 0.08, 0.14, 0.08, 0.08, 0.08, 0.05, -0.06, -0.49, -0.07, -0.07, 0.08, 0.08, 0.08, 0.12, 0.08, 0.03, 0.09, 0.06, -0.06, -0.49, -0.06, -0.08, 0.08, 0.08, 0.08, 0.14, 0.08, 0.08, 0.08, 0.08, -0.06, -0.50, -0.07, -0.07, 0.08, 0.07, 0.08, 0.14, 0.08, 0.08, 0.08, 0.09],
  "relative_energy_kcal_mol": 162.3,
  "homo_ev": -9.7315,
  "gap_ev": 8.1704,
  "smiles": "CCCN[C@@]1(CCCC(=O)O)OS(=O)(=O)O[C@]1(CON=O)S(=O)(=O)C(F)(F)C(F)(F)F.CC(C)O.CC(C)O.CC(C)O.CC(C)O.CC(C)O.CC(C)O.CC(C)O.CC(C)O",
  "max_force_ev_per_a": 11.239
}

2.
{
  "formula": "C2HNO",
  "method": "wB97M-V/def2-TZVPD",
  "symbols": ["N", "C", "C", "O", "H"],
  "coordinates": [[0.117, -1.115, 1.622], [0.330, -0.510, 0.668], [-0.052, 0.354, -0.542], [-1.203, 0.614, -0.462], [0.810, 0.657, -1.286]],
  "lowdin_charge": [0.15, -0.16, -0.24, 0.10, 0.15],
  "relative_energy_kcal_mol": 17.6,
  "homo_ev": -11.5702,
  "gap_ev": 10.9797,
  "smiles": "N#CC=O",
  "max_force_ev_per_a": 2.553
}

3.
{
  "formula": "C7H15ClFNO4",
  "method": "wB97M-V/def2-TZVPD",
  "symbols": ["O", "C", "N", "Cl", "O", "C", "C", "F", "H", "H", "H", "H", "H", "C", "O", "C", "C", "O", "C", "H", "H", "H", "H", "H", "H", "H", "H", "H", "H"],
  "coordinates": [[-0.867, -0.842, 2.009], [0.112, -1.508, 2.136], [0.579, -1.953, 3.400], [-0.554, -3.008, 4.176], [0.947, -1.826, 1.112], [0.741, -3.151, 0.572], [1.827, -4.127, 0.964], [2.946, -3.955, 0.146], [1.445, -2.469, 3.315], [-0.249, -3.525, 0.842], [0.778, -3.029, -0.514], [1.467, -5.155, 0.847], [2.152, -3.975, 1.999], [-2.305, 3.298, -0.583], [-1.045, 3.009, -0.011], [-0.677, 1.639, -0.108], [0.297, 1.396, -1.237], [-0.277, 1.653, -2.510], [0.078, 2.912, -3.047], [-2.398, 4.382, -0.636], [-2.396, 2.884, -1.591], [-3.115, 2.905, 0.040], [-1.564, 1.012, -0.233], [-0.204, 1.361, 0.834], [0.598, 0.344, -1.218], [1.195, 2.006, -1.094], [1.120, 2.912, -3.387], [-0.060, 3.714, -2.319], [-0.569, 3.095, -3.904]],
  "lowdin_charge": [0.14, -0.66, -0.32, 0.63, -0.02, -0.13, -0.16, -0.05, 0.06, 0.14, 0.14, 0.13, 0.11, -0.12, -0.19, -0.21, -0.20, -0.19, -0.12, 0.09, 0.08, 0.09, 0.13, 0.11, 0.12, 0.13, 0.09, 0.08, 0.09],
  "homo_ev": -8.9872,
  "gap_ev": 9.0195,
  "smiles": "O=C(NCl)OCCF.COCCOC",
  "max_force_ev_per_a": 0.529
}

4.
{
  "formula": "C2H2N4O3",
  "method": "wB97M-V/def2-TZVPD",
  "symbols": ["N", "C", "C", "N", "O", "O", "H", "H", "N", "N", "O"],
  "coordinates": [[0.707, -2.309, -0.001], [0.705, -1.159, -0.211], [0.876, 0.100, -0.768], [1.127, 1.179, -0.142], [1.545, 2.235, -0.541], [0.761, 1.180, 1.185], [0.988, 0.151, -1.922], [0.433, 0.362, 1.571], [-1.511, 0.095, 0.559], [-2.388, -0.548, 0.299], [-3.243, -1.285, -0.029]],
  "lowdin_charge": [0.18, -0.26, -0.12, -0.34, 0.08, 0.06, 0.18, 0.09, 0.26, -0.24, 0.12],
  "relative_energy_kcal_mol": 106.2,
  "homo_ev": -9.9231,
  "gap_ev": 9.6407,
  "smiles": "N#C/C=[N+](/[O-])O.N#[N+][O-]",
  "max_force_ev_per_a": 5.142
}

5.
{
  "formula": "C3H8CrO2",
  "method": "wB97M-V/def2-TZVPD",
  "symbols": ["C", "C", "O", "C", "Cr", "H", "H", "H", "H", "H", "H", "O", "H", "H"],
  "coordinates": [[0.500, 1.614, 0.351], [-0.812, 0.886, 0.123], [-0.585, -0.539, 0.210], [-1.407, -1.327, -0.608], [1.903, 0.085, 0.372], [0.689, 2.314, -0.480], [0.487, 2.141, 1.319], [-1.236, 1.108, -0.872], [-1.570, 1.104, 0.893], [-1.275, -2.381, -0.328], [-2.464, -1.034, -0.493], [3.285, -1.083, 0.250], [3.607, -1.676, 0.927], [-1.123, -1.211, -1.665]],
  "lowdin_charge": [-0.31, -0.33, -0.28, -0.12, 0.97, 0.02, 0.02, 0.11, 0.12, 0.09, 0.09, -0.45, -0.04, 0.09],
  "homo_ev": [-8.6084, -8.6679],
  "gap_ev": [8.5344, 8.4604],
  "spin_multiplicity": 5,
  "max_force_ev_per_a": 1.523
}

6.
{
  "formula": "C42H112N8O14",
  "method": "wB97M-V/def2-TZVPD",
  "symbols": ["C", "O", "C", "C", "N", "C", "C", "O", "C", "H", "H", "H", "H", "H", "H", "H", "H", "H", "H", "H", "H", "H", "H", "H", "C", "O", "C", "C", "N", "C", "C", "O", "C", "H", "H", "H", "H", "H", "H", "H", "H", "H", "H", "H", "H", "H", "H", "H", "C", "O", "C", "C", "N", "C", "C", "O", "C", "H", "H", "H", "H", "H", "H", "H", "H", "H", "H", "H", "H", "H", "H", "H", "C", "O", "C", "C", "N", "C", "C", "O", "C", "H", "H", "H", "H", "H", "H", "H", "H", "H", "H", "H", "H", "H", "H", "H", "C", "O", "H", "H", "H", "H", "C", "O", "H", "H", "H", "H", "C", "C", "C", "O", "C", "N", "H", "H", "H", "H", "H", "H", "H", "H", "H", "H", "H", "C", "C", "C", "O", "C", "N", "H", "H", "H", "H", "H", "H", "H", "H", "H", "H", "H", "C", "C", "C", "O", "C", "N", "H", "H", "H", "H", "H", "H", "H", "H", "H", "H", "H", "C", "C", "C", "O", "C", "N", "H", "H", "H", "H", "H", "H", "H", "H", "H", "H", "H"],
  "coordinates": [[4.012, -1.804, 2.504], [4.265, -3.172, 2.781], [3.557, -4.106, 1.972], [3.165, -5.388, 2.768], [2.110, -5.094, 3.722], [1.356, -6.207, 4.169], [0.254, -6.561, 3.129], [0.786, -7.517, 2.136], [-0.144, -7.760, 1.053], [4.443, -1.624, 1.519], [4.443, -1.185, 3.291], [2.931, -1.664, 2.538], [4.230, -4.490, 1.205], [2.608, -3.787, 1.541], [3.976, -5.770, 3.388], [2.823, -6.120, 2.036], [2.723, -4.832, 4.481], [0.938, -5.874, 5.119], [1.945, -7.083, 4.444], [-0.394, -5.742, 2.817], [-0.439, -7.240, 3.624], [-0.977, -8.354, 1.429], [0.435, -8.429, 0.416], [-0.417, -6.835, 0.546], [-0.379, -3.528, -2.373], [-1.146, -2.395, -1.819], [-0.674, -1.135, -2.320], [0.506, -0.787, -1.501], [0.234, 0.017, -0.290], [1.508, 0.328, 0.385], [1.279, 1.473, 1.261], [0.592, 2.522, 0.408], [0.185, 3.701, 1.158], [0.672, -3.550, -2.083], [-0.472, -3.476, -3.458], [-0.758, -4.520, -2.126], [-1.413, -0.334, -2.306], [-0.330, -1.155, -3.354], [1.203, -0.305, -2.187], [0.975, -1.708, -1.155], [-0.019, 0.959, -0.550], [2.428, 0.500, -0.172], [1.761, -0.557, 0.969], [2.268, 1.758, 1.619], [0.734, 1.129, 2.141], [-0.304, 4.355, 0.436], [1.160, 4.141, 1.372], [-0.368, 3.637, 2.095], [-3.712, 5.917, -2.088], [-2.542, 5.195, -2.350], [-2.693, 3.756, -2.639], [-1.365, 3.092, -2.623], [-0.734, 3.373, -3.922], [0.652, 3.107, -4.014], [1.182, 3.474, -5.395], [2.512, 2.985, -5.679], [3.165, 3.549, -6.782], [-4.487, 6.035, -2.845], [-3.360, 6.948, -2.106], [-4.217, 5.632, -1.166], [-3.195, 3.539, -3.581], [-3.342, 3.407, -1.836], [-1.540, 2.080, -2.259], [-0.837, 3.489, -1.756], [-0.637, 4.378, -3.958], [0.938, 2.120, -3.653], [1.249, 3.773, -3.390], [0.992, 4.512, -5.664], [0.597, 2.973, -6.166], [2.516, 3.334, -7.631], [4.175, 3.172, -6.939], [3.326, 4.608, -6.580], [-1.702, 1.293, 4.324], [-1.050, 2.480, 4.742], [-0.578, 2.355, 6.123], [-0.262, 3.723, 6.712], [-1.420, 4.562, 6.966], [-1.216, 6.016, 6.845], [-0.814, 6.578, 8.185], [-1.907, 7.041, 9.036], [-2.219, 8.420, 9.030], [-2.546, 1.030, 4.962], [-0.964, 0.492, 4.277], [-2.220, 1.320, 3.366], [0.306, 1.718, 6.096], [-1.165, 1.913, 6.927], [0.324, 4.214, 5.935], [0.188, 3.708, 7.704], [-2.298, 4.133, 6.710], [-2.126, 6.351, 6.348], [-0.429, 6.288, 6.141], [-0.066, 7.356, 8.035], [-0.260, 5.866, 8.797], [-2.725, 8.736, 9.942], [-3.009, 8.573, 8.294], [-1.343, 9.013, 8.766], [2.625, 4.205, 4.254], [3.514, 4.246, 3.173], [1.571, 4.153, 3.978], [2.736, 3.202, 4.665], [2.944, 4.801, 5.108], [3.540, 5.054, 2.656], [-1.257, -3.420, 1.625], [-2.409, -3.132, 0.883], [-0.716, -2.480, 1.732], [-1.523, -3.957, 2.536], [-0.548, -3.939, 0.980], [-2.249, -2.876, -0.028], [-0.193, -5.575, -5.853], [0.538, -6.534, -6.890], [0.725, -8.006, -6.391], [1.489, -8.590, -7.361], [1.903, -9.823, -6.767], [-0.282, -6.569, -8.135], [-0.362, -4.633, -6.375], [0.399, -5.247, -4.999], [-1.105, -6.038, -5.477], [1.506, -6.053, -7.029], [-0.266, -8.454, -6.308], [1.149, -7.973, -5.388], [2.345, -9.635, -5.789], [2.757, -10.118, -7.376], [1.164, -10.615, -6.647], [0.251, -7.210, -8.705], [-1.143, -7.051, -7.920], [-5.018, -3.033, -5.213], [-4.697, -2.129, -4.036], [-4.343, -2.867, -2.779], [-5.449, -3.700, -2.283], [-5.137, -4.733, -1.311], [-3.604, -1.191, -4.455], [-5.995, -3.495, -5.070], [-4.245, -3.774, -5.418], [-5.247, -2.403, -6.073], [-5.630, -1.656, -3.730], [-4.068, -2.122, -2.032], [-3.463, -3.509, -2.826], [-4.552, -4.330, -0.484], [-4.568, -5.491, -1.850], [-6.018, -5.207, -0.877], [-3.569, -0.405, -3.821], [-2.720, -1.677, -4.492], [3.427, -4.712, -3.646], [4.700, -4.383, -2.858], [4.491, -3.808, -1.400], [4.089, -2.468, -1.457], [5.045, -1.465, -1.393], [5.548, -5.519, -2.928], [2.925, -3.745, -3.644], [2.806, -5.464, -3.157], [3.553, -4.945, -4.703], [5.282, -3.585, -3.318], [5.360, -4.030, -0.781], [3.744, -4.478, -0.974], [5.732, -1.562, -2.234], [5.691, -1.653, -0.536], [4.768, -0.426, -1.212], [5.926, -5.704, -3.846], [6.400, -5.451, -2.389], [-2.999, 10.486, 2.631], [-2.437, 10.090, 3.964], [-1.779, 8.710, 4.031], [-2.672, 7.808, 3.400], [-2.128, 6.505, 3.200], [-1.431, 11.072, 4.452], [-2.243, 10.750, 1.891], [-3.710, 11.306, 2.727], [-3.460, 9.667, 2.078], [-3.243, 10.081, 4.698], [-1.767, 8.559, 5.111], [-0.731, 8.813, 3.751], [-2.957, 5.826, 3.001], [-1.669, 6.132, 4.115], [-1.319, 6.433, 2.472], [-1.864, 11.913, 4.097], [-1.271, 11.177, 5.443]],
  "lowdin_charge": [-0.11, -0.20, -0.21, -0.20, -0.08, -0.23, -0.17, -0.24, -0.11, 0.07, 0.08, 0.07, 0.09, 0.12, 0.12, 0.11, 0.10, 0.11, 0.12, 0.09, 0.10, 0.08, 0.07, 0.07, -0.06, -0.22, -0.22, -0.22, -0.01, -0.25, -0.17, -0.23, -0.10, 0.07, 0.07, 0.08, 0.11, 0.11, 0.11, 0.11, 0.07, 0.11, 0.10, 0.12, 0.11, 0.07, 0.07, 0.07, -0.16, -0.20, -0.20, -0.20, -0.04, -0.25, -0.22, -0.21, -0.14, 0.08, 0.08, 0.08, 0.12, 0.11, 0.11, 0.11, 0.11, 0.12, 0.12, 0.12, 0.11, 0.08, 0.08, 0.08, -0.14, -0.20, -0.21, -0.22, -0.07, -0.21, -0.19, -0.20, -0.13, 0.08, 0.08, 0.08, 0.11, 0.12, 0.09, 0.11, 0.11, 0.11, 0.10, 0.10, 0.12, 0.08, 0.07, 0.08, -0.25, -0.16, 0.05, 0.07, 0.07, 0.06, -0.17, -0.14, 0.07, 0.07, 0.06, 0.04, -0.07, -0.38, -0.29, -0.17, -0.11, 0.03, 0.07, 0.04, 0.06, 0.13, 0.12, 0.11, 0.08, 0.09, 0.09, 0.05, 0.06, -0.07, -0.43, -0.20, -0.21, -0.09, 0.06, 0.07, 0.08, 0.07, 0.14, 0.12, 0.11, 0.07, 0.07, 0.08, 0.06, 0.06, -0.08, -0.46, -0.20, -0.19, -0.16, 0.01, 0.06, 0.07, 0.07, 0.12, 0.11, 0.11, 0.08, 0.07, 0.08, 0.07, 0.06, -0.07, -0.44, -0.22, -0.18, -0.09, 0.03, 0.08, 0.08, 0.08, 0.13, 0.10, 0.12, 0.09, 0.06, 0.08, 0.05, 0.06],
  "homo_ev": [0.7274, -6.8479],
  "gap_ev": [1.1764, 8.8526],
  "spin_multiplicity": 2,
  "max_force_ev_per_a": 4.097,
  "total_charge": -1
}